# 1
Entry from the Open Molecules 2025 dataset: C16H23B2F4N6O7Pd as an isolated structure (wB97M-V/def2-TZVPD).

The geometry in XYZ format:
```
59
Properties=species:S:1:pos:R:3:forces:R:3
Pd 0.390302 0.370646 -1.522194 -0.166 -0.166 -0.326
F -1.504518 2.388903 0.066910 0.102 -0.045 0.059
F -2.725555 3.530118 -1.542166 0.060 -0.040 0.062
F 2.406690 -1.508417 0.072202 -0.054 0.096 0.066
F 3.548344 -2.742806 -1.526412 -0.037 0.061 0.060
O 0.267537 0.255251 4.781737 0.039 0.029 -0.004
O -2.340372 1.297835 -1.868822 0.083 -0.049 0.052
O 3.107064 -0.476761 -1.949133 -0.012 0.253 0.026
O -1.557836 -1.534217 0.775571 -0.005 -0.037 -0.164
O 1.315442 -2.364186 -1.854145 -0.054 0.083 0.046
O 1.680011 1.666532 0.726155 0.043 0.049 0.025
O -0.453926 3.091459 -1.944707 0.240 0.008 0.016
N 0.976715 0.967218 2.769378 0.016 0.003 -0.087
N -1.559786 0.212728 -1.709936 0.001 0.059 0.023
N 0.080878 0.075636 0.814395 0.084 0.056 -0.592
N 2.335171 0.522788 -1.867763 0.159 0.236 -0.030
N 0.537491 2.309816 -1.870054 0.251 0.137 -0.002
N 0.231594 -1.580747 -1.703020 0.064 -0.005 0.034
C -0.797416 -0.789642 1.344893 0.141 0.193 0.862
C 2.775921 1.760440 -2.206648 0.017 -0.424 0.110
C -2.023376 -0.977037 -1.824184 0.094 -0.112 0.001
C -0.796477 -0.783681 2.932533 0.015 -0.006 -0.485
C -2.650666 0.996142 2.932119 -0.032 0.036 -0.001
C 4.198896 2.006738 -2.544716 0.020 0.051 -0.011
C 0.964282 0.954595 1.400863 -0.120 -0.117 0.133
C 0.935521 -2.682095 2.944673 0.038 -0.027 0.009
C -1.289900 -3.477542 -1.989870 0.022 0.005 0.013
C -0.446972 -2.213937 3.371521 -0.063 0.034 0.092
C -3.456910 -1.307224 -2.002149 0.002 0.018 0.015
C -0.958296 -2.043322 -1.819167 -0.128 0.088 -0.003
C -2.219935 -0.397089 3.363518 0.028 -0.063 0.096
C 0.184154 0.177234 3.584809 -0.065 -0.037 0.114
C 1.771407 2.753093 -2.211873 -0.405 0.022 0.101
C 1.970674 4.179116 -2.554579 0.043 0.027 -0.003
B 2.563880 -1.893561 -1.216333 0.049 -0.428 -0.150
B -1.877856 2.546641 -1.224811 -0.425 0.050 -0.171
H -3.670383 1.192306 3.260116 0.002 0.002 0.010
H 1.722668 -2.063501 3.380560 -0.002 0.013 -0.005
H 1.106491 -3.703748 3.280648 0.002 0.002 0.008
H 4.589066 2.809775 -1.917807 0.009 0.003 -0.008
H -2.009571 -3.767515 -1.223081 0.005 -0.003 0.004
H 2.972548 4.363852 -2.928393 0.006 0.002 0.007
H -2.896426 -1.156831 2.971642 -0.003 0.012 -0.007
H -0.528266 -2.208451 4.460642 0.017 -0.054 -0.008
H 1.800474 4.788150 -1.662859 -0.001 0.002 -0.004
H -1.223009 -2.873336 2.982528 0.011 -0.004 -0.007
H -0.395998 -4.087339 -1.903627 -0.004 0.000 0.000
H 4.794369 1.112002 -2.393204 -0.022 -0.006 0.011
H -1.748568 -3.649583 -2.965156 -0.006 0.009 -0.003
H -3.624723 -1.763143 -2.979495 0.011 -0.007 -0.004
H -2.222818 -0.477410 4.452765 -0.050 0.019 -0.009
H -2.626511 1.119149 1.847700 -0.001 -0.025 0.016
H 1.059573 -2.669117 1.860331 -0.020 0.003 -0.004
H -2.016474 1.768293 3.372368 0.014 -0.001 -0.004
H 1.622919 1.604602 3.215820 -0.003 -0.002 0.019
H -3.750995 -2.028553 -1.238534 -0.003 0.006 0.003
H -4.066834 -0.413343 -1.916882 0.002 -0.001 0.002
H 1.237402 4.494384 -3.297805 -0.006 -0.014 0.000
H 4.292894 2.318705 -3.586874 -0.003 0.008 0.000
```
Forces are in eV/Å.

As for the total charge: +1. The calculation puts the energy above the lowest of the compared OMol25 structures with the same formula, charge and spin at 2.0 kcal/mol. As for the expectation value of S²: 2.081. The multiplicity is 3. The calculation puts the orbital gap (spin up / spin down) at 7.63 / 6.03 eV. The calculated total energy comes out at -55938.8373 eV. The strongest force on any atom comes out at 0.9 eV/Å.

In elementary charge units, the Mulliken charges are: number 1, Pd, carries -0.8522; number 2, F, carries -0.1628; number 3, F, carries -0.3075; number 4, F, carries -0.1675; number 5, F, carries -0.3109; number 6, O, carries -0.5842; number 7, O, carries -0.5117; number 8, O, carries -0.5225; number 9, O, carries -0.5679; number 10, O, carries -0.4943; number 11, O, carries -0.5781; number 12, O, carries -0.5164; number 13, N, carries 0.1044; number 14, N, carries 0.5906; number 15, N, carries 1.9801; number 16, N, carries 0.9187; number 17, N, carries 0.8907; number 18, N, carries 0.5819; number 19, C, carries -0.7546; number 20, C, carries 0.3542; number 21, C, carries 0.5292; number 22, C, carries 2.3249; number 23, C, carries -0.9843; number 24, C, carries -1.7171; number 25, C, carries -0.2722; number 26, C, carries -0.9969; number 27, C, carries -1.6238; number 28, C, carries -1.4380; number 29, C, carries -1.6380; number 30, C, carries 0.5080; number 31, C, carries -1.4358; number 32, C, carries -0.2532; number 33, C, carries 0.4888; number 34, C, carries -1.5379; number 35, B, carries 0.6055; number 36, B, carries 0.6203; number 37, H, carries 0.5099; number 38, H, carries 0.2851; number 39, H, carries 0.5096; number 40, H, carries 0.4268; number 41, H, carries 0.3594; number 42, H, carries 0.4438; number 43, H, carries 0.4709; number 44, H, carries 0.5155; number 45, H, carries 0.3461; number 46, H, carries 0.4709; number 47, H, carries 0.4330; number 48, H, carries 0.4013; number 49, H, carries 0.3644; number 50, H, carries 0.3645; number 51, H, carries 0.5091; number 52, H, carries 0.0703; number 53, H, carries 0.0717; number 54, H, carries 0.2828; number 55, H, carries 0.3144; number 56, H, carries 0.3627; number 57, H, carries 0.4350; number 58, H, carries 0.3901; number 59, H, carries 0.3934

***

# 2
Entry from the Open Molecules 2025 dataset: C16H23BN6W as an isolated structure in a non-equilibrium geometry (wB97M-V/def2-TZVPD).

The geometry in XYZ format:
```
47
Properties=species:S:1:pos:R:3:forces:R:3
W -0.084032 -1.883488 -0.074666 5.295 3.743 -2.640
N -1.008729 -1.760066 -1.892040 1.063 0.062 0.747
N -0.737028 -0.930680 -2.950841 -0.247 -0.191 -0.395
N -1.225808 2.584477 -2.010823 -0.557 1.336 -0.140
N 1.249366 0.208787 -1.864275 0.059 0.073 -0.157
N 1.155459 -0.357120 -0.611230 -0.046 -0.907 0.052
N -0.578540 1.859817 -3.019027 0.399 0.367 -1.708
C -1.998440 -1.438374 0.548192 -2.278 -1.686 1.264
C 2.423215 -0.434278 -0.074525 0.659 0.449 -1.294
C -0.506393 2.651904 -4.129562 1.128 -3.426 0.969
C 3.314690 -0.004558 -1.045100 0.279 -0.225 1.113
C 0.196502 -1.179362 1.822282 0.352 -1.236 -2.628
C 2.554189 0.406661 -2.129197 -1.035 -0.091 0.069
C -0.647064 -0.483433 5.073029 -2.216 -0.891 0.340
C -1.688530 -2.871352 -2.339194 0.348 0.515 -1.368
C -1.738404 -2.773488 -3.721055 -0.669 -0.858 0.570
C -1.091825 3.884726 -3.864721 -1.031 1.226 1.396
C -1.535240 3.790271 -2.518014 0.472 -1.189 0.094
C -1.132929 -1.572874 -4.069791 -0.005 0.658 0.898
C 1.869635 -0.549805 4.853172 0.614 -0.700 0.168
C 0.409281 -0.623317 2.912070 -0.094 1.352 3.423
C 0.560390 -0.052325 4.240446 1.872 -0.309 -1.682
C 0.574135 1.478803 4.146783 -0.497 1.350 -0.535
B 0.106758 0.398617 -2.929454 0.846 0.596 -1.535
H -1.395723 -2.550140 0.656820 -4.426 0.159 2.277
H -0.967202 -1.130968 -5.042677 -0.025 -0.067 -0.001
H -2.040165 4.573130 -1.970569 -0.007 -0.242 0.268
H -0.535181 -0.173308 6.116730 0.449 0.171 -0.207
H -1.550645 -0.009074 4.676239 0.075 -0.093 0.153
H 2.725586 -0.093341 4.345453 -0.107 -0.066 0.064
H 1.918182 -0.275840 5.913013 -0.160 0.017 -0.219
H -1.481504 -0.625009 -0.118842 -0.112 -0.105 0.304
H -2.928619 -1.680667 0.040739 -0.198 0.150 -0.191
H -0.344458 1.843272 3.668686 0.213 0.061 0.182
H -0.780851 -1.569135 5.046595 0.095 0.153 0.120
H 0.628155 1.914876 5.153786 -0.021 -0.376 -0.148
H 2.854204 0.798841 -3.092877 0.059 0.027 0.126
H 0.705797 0.353938 -4.005527 -0.459 0.085 0.729
H 4.388694 0.011342 -0.978568 0.130 0.089 0.076
H 2.566536 -0.793166 0.934199 0.210 0.003 -0.100
H -2.133936 -1.054231 1.552591 -0.341 -0.151 -0.074
H -2.213346 -3.479332 -4.382018 0.076 -0.090 -0.132
H -0.027686 2.305536 -5.033129 0.004 0.016 -0.078
H -2.043942 -3.638785 -1.659511 -0.067 -0.033 -0.163
H -1.176941 4.726618 -4.520257 -0.027 0.277 -0.319
H 1.435943 1.835956 3.569947 -0.139 -0.175 0.157
H 1.956428 -1.640074 4.776741 0.067 0.173 0.156
```
Forces are in eV/Å.

As for the total charge: +4. The calculation puts the energy above the lowest of the compared OMol25 structures with the same formula, charge and spin at 10.4 kcal/mol. As for the expectation value of S²: 2.490. The multiplicity is 3. The calculation puts the orbital gap (spin up / spin down) at 5.98 / 5.03 eV. The calculated total energy comes out at -28352.9132 eV. The strongest force on any atom comes out at 7.0 eV/Å.

In elementary charge units, the natural (NBO) charges are: number 1, W, carries 1.6186; number 2, N, carries -0.4123; number 3, N, carries -0.3028; number 4, N, carries -0.1090; number 5, N, carries -0.3039; number 6, N, carries -0.3454; number 7, N, carries -0.3624; number 8, C, carries -0.6585; number 9, C, carries 0.0058; number 10, C, carries 0.1944; number 11, C, carries -0.2417; number 12, C, carries -0.3421; number 13, C, carries 0.1507; number 14, C, carries -0.5453; number 15, C, carries 0.0007; number 16, C, carries -0.2350; number 17, C, carries -0.0150; number 18, C, carries -0.0424; number 19, C, carries 0.1536; number 20, C, carries -0.5956; number 21, C, carries 0.4913; number 22, C, carries -0.1711; number 23, C, carries -0.5718; number 24, B, carries 0.5332; number 25, H, carries 0.1868; number 26, H, carries 0.2906; number 27, H, carries 0.2868; number 28, H, carries 0.3029; number 29, H, carries 0.2344; number 30, H, carries 0.2453; number 31, H, carries 0.2847; number 32, H, carries 0.3326; number 33, H, carries 0.3353; number 34, H, carries 0.2313; number 35, H, carries 0.2448; number 36, H, carries 0.2913; number 37, H, carries 0.2911; number 38, H, carries 0.0119; number 39, H, carries 0.3134; number 40, H, carries 0.2654; number 41, H, carries 0.3145; number 42, H, carries 0.3170; number 43, H, carries 0.2698; number 44, H, carries 0.2730; number 45, H, carries 0.2950; number 46, H, carries 0.2431; number 47, H, carries 0.2454

***

> Look up the strongest force on any atom of the first one.

0.9 eV/Å

***

> The highest strongest force on any atom belongs to which entry?

C16H23BN6W

***

> Look up the calculated total energy of the second one.

-28352.9132 eV

***

> Which value of total charge does entry 2 give?

+4